(1)
{"formula": "C35H31CaN6O4S", "method": "the ωB97M-V functional and the def2-TZVPD basis", "elements": ["Ca", "C", "O", "C", "C", "C", "C", "C", "C", "N", "N", "C", "O", "C", "C", "C", "C", "C", "C", "C", "O", "H", "H", "H", "H", "H", "H", "H", "H", "H", "H", "H", "H", "C", "C", "N", "O", "H", "H", "H", "H", "H", "N", "C", "C", "C", "C", "C", "C", "N", "C", "C", "C", "C", "N", "C", "C", "H", "H", "H", "H", "H", "H", "H", "H", "H", "S", "C", "C", "C", "C", "C", "C", "H", "H", "H", "H", "H"], "xyz": [[0.36462, -0.01533, 1.92433], [2.73292, -1.66293, 5.03663], [2.59302, -0.69253, 6.04923], [1.47142, 0.10937, 6.03333], [1.02492, 0.48747, 7.28003], [-0.08028, 1.31687, 7.44013], [-0.76198, 1.74147, 6.32853], [-0.33468, 1.39457, 5.03513], [-1.09828, 1.87327, 3.92803], [-0.85628, 1.61277, 2.69213], [-1.63668, 2.21387, 1.77183], [-1.71188, 1.59177, 0.62193], [-1.23298, 0.44957, 0.35283], [-2.45828, 2.35817, -0.41347], [-2.77868, 1.78157, -1.63777], [-3.40858, 2.52257, -2.62267], [-3.72998, 3.85137, -2.39347], [-3.44398, 4.42627, -1.16367], [-2.81438, 3.68677, -0.18177], [0.84162, 0.59667, 4.83883], [1.32202, 0.36067, 3.67533], [3.71402, -2.10993, 5.19153], [2.68442, -1.22343, 4.04023], [1.95912, -2.43533, 5.12273], [1.56212, 0.12447, 8.14423], [-0.39368, 1.59667, 8.43513], [-1.64268, 2.36227, 6.44483], [-1.95988, 2.51457, 4.15603], [-2.52778, 0.74487, -1.80927], [-3.64888, 2.06227, -3.57267], [-4.21298, 4.43697, -3.16547], [-3.71068, 5.45827, -0.97017], [-2.58748, 4.11317, 0.78233], [-2.16408, -2.54533, 0.39033], [-0.82298, -2.47963, 1.08403], [0.20062, -3.11713, 0.51643], [-0.69598, -1.86523, 2.14173], [-2.16278, -3.24973, -0.43807], [-2.34268, -1.53723, 0.01433], [-2.94478, -2.79303, 1.10713], [0.09992, -3.49433, -0.41237], [1.18482, -2.81103, 0.80103], [-0.61528, 1.84497, -5.90627], [-1.04498, 1.34097, -7.10227], [-1.25058, 1.91467, -8.34627], [-1.68868, 1.08307, -9.35857], [-1.90508, -0.27803, -9.13467], [-1.69458, -0.86083, -7.90087], [-1.25488, -0.04153, -6.86297], [-0.94748, -0.33293, -5.56567], [-0.57218, 0.79667, -5.01687], [-0.08528, 0.93297, -3.65967], [0.22212, -0.21823, -2.92937], [0.79592, -0.09263, -1.67737], [1.05352, 1.07857, -1.11017], [0.71012, 2.17137, -1.77327], [0.14882, 2.16277, -3.04107], [-0.35278, 2.79407, -5.70657], [-1.07138, 2.96657, -8.51487], [-1.87028, 1.49867, -10.34127], [-2.25478, -0.88603, -9.95717], [-1.85028, -1.91683, -7.74657], [0.01842, -1.18073, -3.36927], [1.09732, -0.96453, -1.11047], [0.90932, 3.11057, -1.27107], [-0.10998, 3.09997, -3.51237], [2.93952, -1.92983, 0.94353], [3.61962, -2.90193, 2.21173], [2.89672, -3.93933, 2.80913], [3.46552, -4.70343, 3.80503], [4.76102, -4.46193, 4.23373], [5.48752, -3.43523, 3.64733], [4.92952, -2.66723, 2.64663], [1.87232, -4.12573, 2.51603], [2.88332, -5.49403, 4.26013], [5.18222, -5.04873, 5.03723], [6.49402, -3.22433, 3.98883], [5.49032, -1.84863, 2.21623]], "lowdin_charge": [1.373, -0.081, -0.084, -0.199, -0.030, -0.127, -0.083, -0.151, -0.083, -0.154, 0.031, -0.502, -0.188, -0.142, -0.043, -0.100, -0.112, -0.097, -0.035, -0.299, -0.279, 0.082, 0.065, 0.102, 0.110, 0.086, 0.097, 0.123, 0.109, 0.097, 0.091, 0.095, 0.099, 0.008, -0.613, 0.136, -0.140, 0.073, 0.068, 0.087, 0.101, -0.074, 0.173, -0.196, -0.032, -0.109, -0.109, -0.018, -0.230, 0.178, -0.270, -0.152, 0.008, -0.134, 0.079, -0.132, -0.017, 0.153, 0.104, 0.096, 0.095, 0.107, 0.108, 0.069, 0.115, 0.105, 0.539, -0.734, -0.142, -0.123, -0.134, -0.126, -0.150, 0.089, 0.096, 0.087, 0.095, 0.092], "homo_energy_ev": -4.4, "energy_ev": -83208.8982, "charge": -1}

=====

(2)
{"formula": "C35H31Cl76FN3OS", "method": "the ωB97M-V functional and the def2-TZVPD basis", "elements": ["C", "C", "C", "N", "O", "C", "C", "C", "N", "C", "S", "C", "C", "N", "C", "C", "F", "C", "C", "C", "C", "C", "H", "H", "H", "H", "H", "H", "H", "H", "H", "H", "H", "H", "H", "H", "H", "H", "H", "H", "H", "H", "H", "H", "H", "H", "H", "H", "H", "H", "H", "H", "H", "C", "Cl", "Cl", "Cl", "Cl", "C", "Cl", "Cl", "Cl", "Cl", "C", "Cl", "Cl", "Cl", "Cl", "C", "Cl", "Cl", "Cl", "Cl", "C", "Cl", "Cl", "Cl", "Cl", "C", "Cl", "Cl", "Cl", "Cl", "C", "Cl", "Cl", "Cl", "Cl", "C", "Cl", "Cl", "Cl", "Cl", "C", "Cl", "Cl", "Cl", "Cl", "C", "Cl", "Cl", "Cl", "Cl", "C", "Cl", "Cl", "Cl", "Cl", "C", "Cl", "Cl", "Cl", "Cl", "C", "Cl", "Cl", "Cl", "Cl", "C", "Cl", "Cl", "Cl", "Cl", "C", "Cl", "Cl", "Cl", "Cl", "C", "Cl", "Cl", "Cl", "Cl", "C", "Cl", "Cl", "Cl", "Cl", "C", "Cl", "Cl", "Cl", "Cl", "C", "Cl", "Cl", "Cl", "Cl"], "xyz": [[3.13178, 4.61676, -0.63741], [3.00341, 3.20062, -0.75603], [2.39945, 1.64524, -0.81664], [1.57956, 1.26958, 0.39722], [0.28158, 1.71218, 0.40308], [0.16810, 2.99612, 1.11203], [-0.58510, 4.03714, 0.04189], [2.04341, 0.49203, 1.46526], [3.46818, -0.00858, 1.38819], [4.43850, 0.84097, 2.17842], [6.17782, 0.34929, 1.55853], [6.77466, 1.54106, 0.24170], [6.49208, 3.12521, 0.56704], [1.03558, 0.19924, 2.55371], [0.28974, -1.05428, 2.04949], [-1.31253, -1.03291, 2.47220], [-1.53127, -2.07875, 3.49817], [1.67267, -0.25269, 3.84807], [2.14545, 0.95319, 4.85250], [0.93089, 1.85895, 5.47702], [0.66423, 3.19821, 4.52303], [-0.43501, 1.03337, 5.85069], [3.02742, 5.80170, -0.73724], [3.27072, 0.90937, -1.07845], [1.65077, 1.60335, -1.74566], [1.19891, 3.49124, 1.35946], [-0.53477, 2.82405, 2.03147], [-0.20407, 3.80440, -1.04264], [-0.37830, 5.16327, 0.34626], [-1.73663, 3.86011, 0.20269], [3.57765, -0.98693, 1.73804], [4.24602, 1.99651, 2.11078], [4.41652, 0.45966, 3.30941], [7.95325, 1.42111, 0.15984], [6.33229, 1.16735, -0.78563], [5.77238, 3.57285, -0.24025], [6.13494, 3.32733, 1.68546], [7.51571, 3.72992, 0.46174], [0.29658, -1.00380, 0.85682], [0.83860, -2.05329, 2.32713], [-1.94463, -1.28439, 1.50436], [-1.67773, 0.03831, 2.84347], [2.62171, -0.95747, 3.69999], [0.86729, -0.95067, 4.38616], [2.71583, 0.42834, 5.76034], [2.92723, 1.68399, 4.36804], [1.34181, 2.30253, 6.50645], [1.00072, 4.20774, 5.06366], [1.42130, 3.07065, 3.60890], [-0.45460, 3.30183, 4.17906], [-1.22375, 1.20456, 4.99577], [-0.87061, 1.53745, 6.84090], [-0.25820, -0.10813, 6.11156], [7.79019, 5.73864, 3.94536], [8.56734, 5.70661, 2.34248], [9.03288, 5.57251, 5.21136], [6.92943, 7.28418, 4.15735], [6.63111, 4.39130, 4.07047], [-5.16466, -3.02963, 2.27581], [-6.86269, -3.41451, 1.89794], [-4.39182, -4.44105, 3.04083], [-4.29958, -2.62101, 0.77275], [-5.10435, -1.64202, 3.39176], [-3.17563, -5.73552, 6.72948], [-2.94058, -3.98884, 6.46850], [-3.66591, -6.50409, 5.19860], [-1.65081, -6.46180, 7.29690], [-4.44524, -5.98754, 7.95382], [-7.97575, -0.13356, -0.17839], [-7.19860, -0.16560, -1.78127], [-6.73305, -0.29969, 1.08761], [-8.83650, 1.41198, 0.03360], [-9.13483, -1.48090, -0.05328], [10.18541, 8.75418, 7.32795], [9.75333, 9.00856, 9.03757], [11.41723, 7.47215, 7.21108], [8.73468, 8.26882, 6.41453], [10.83648, 10.26707, 6.64844], [-0.12919, -0.04379, -4.36157], [1.35591, -1.02184, -4.47170], [0.01062, 1.37130, -5.43517], [-1.52786, -1.02971, -4.85773], [-0.35555, 0.50525, -2.68176], [-10.05214, 0.08617, 3.92266], [-9.82037, 1.69003, 3.18229], [-10.33264, 0.27451, 5.67209], [-11.45944, -0.71386, 3.17836], [-8.59620, -0.90613, 3.65807], [-5.85624, -1.56601, 7.51718], [-6.76052, -0.94690, 6.11247], [-4.17409, -0.98317, 7.44448], [-6.62115, -0.98647, 9.01837], [-5.86905, -3.34751, 7.49354], [1.97172, -1.75342, -8.25213], [0.55998, -1.61913, -7.17361], [1.45642, -1.50187, -9.93909], [3.17728, -0.51857, -7.80906], [2.69330, -3.37406, -8.08694], [5.03341, -4.19864, 1.85284], [3.46722, -3.46754, 2.28500], [6.24434, -3.78472, 3.09259], [4.85756, -5.96935, 1.76236], [5.56473, -3.57301, 0.27147], [-8.89082, -1.03569, -5.80083], [-9.60969, -2.66165, -5.68371], [-7.50338, -1.07876, -6.91788], [-10.11031, 0.11026, -6.41251], [-8.33977, -0.51246, -4.18930], [10.71994, 7.30770, 12.71391], [10.89682, 7.13920, 14.47871], [9.81294, 8.79688, 12.34740], [12.33241, 7.39398, 11.96089], [9.83755, 5.90085, 12.06844], [6.79691, 1.10253, -8.09823], [6.46642, 1.23905, -9.84361], [8.23283, 2.07432, -7.68784], [5.39259, 1.70071, -7.17922], [7.09590, -0.60389, -7.68205], [-5.79863, -4.59266, -7.63564], [-6.12911, -4.45615, -9.38102], [-4.36271, -3.62088, -7.22525], [-7.20295, -3.99448, -6.71663], [-5.49964, -6.29908, -7.21946], [-3.36022, -6.57898, -3.35204], [-3.49696, -5.06506, -2.42275], [-4.26243, -6.42129, -4.88037], [-1.64488, -6.90574, -3.70607], [-4.03664, -7.92393, -2.39915], [-15.87450, -1.06244, 2.76352], [-14.96177, -0.41258, 4.14874], [-16.91514, 0.21526, 2.08588], [-14.73628, -1.62616, 1.51404], [-16.88494, -2.42626, 3.30524], [-1.16792, -4.81918, -11.38495], [-2.57965, -4.68490, -10.30643], [-1.68322, -4.56764, -13.07191], [0.03764, -3.58434, -10.94188], [-0.44634, -6.43983, -11.21976], [-3.72744, -9.34755, -10.72868], [-3.15057, -10.28026, -9.32459], [-3.03936, -10.03488, -12.22159], [-5.50586, -9.42574, -10.80365], [-3.21401, -7.64929, -10.56513], [8.13990, 4.46685, -11.87534], [8.71677, 3.53414, -10.47125], [8.82798, 3.77953, -13.36825], [6.36148, 4.38866, -11.95031], [8.65333, 6.16512, -11.71179]], "lowdin_charge": [0.085, -0.038, -0.092, -0.069, -0.132, -0.191, -0.071, -0.077, -0.018, -0.458, 0.773, -0.521, -0.188, -0.041, -0.122, -0.101, -0.147, -0.183, -0.161, -0.364, -0.099, -0.104, 0.088, 0.144, 0.081, 0.116, 0.113, 0.085, 0.097, 0.089, 0.038, 0.108, 0.093, 0.097, 0.078, 0.048, 0.020, 0.062, 0.142, 0.122, 0.091, 0.135, 0.107, 0.140, 0.140, 0.096, 0.137, 0.097, 0.055, 0.074, 0.072, 0.099, 0.090, -1.970, 0.537, 0.492, 0.502, 0.520, -1.965, 0.511, 0.503, 0.510, 0.477, -1.977, 0.470, 0.494, 0.526, 0.504, -1.942, 0.472, 0.449, 0.518, 0.523, -1.982, 0.493, 0.511, 0.446, 0.525, -1.989, 0.479, 0.533, 0.522, 0.544, -1.969, 0.507, 0.525, 0.504, 0.440, -1.972, 0.457, 0.491, 0.533, 0.479, -1.948, 0.466, 0.484, 0.486, 0.536, -1.997, 0.527, 0.528, 0.542, 0.517, -1.967, 0.501, 0.485, 0.530, 0.458, -2.011, 0.517, 0.487, 0.510, 0.505, -1.989, 0.501, 0.500, 0.485, 0.517, -1.956, 0.531, 0.503, 0.461, 0.471, -1.995, 0.490, 0.452, 0.509, 0.518, -2.013, 0.495, 0.514, 0.497, 0.515, -1.973, 0.467, 0.529, 0.462, 0.497, -1.996, 0.512, 0.518, 0.512, 0.449, -2.002, 0.463, 0.518, 0.505, 0.516], "homo_energy_ev": -11.4, "energy_ev": -1008544.3342, "charge": 1}

=====

(3)
{"formula": "C35H31ClN8O4RuSe", "method": "the ωB97M-V functional and the def2-TZVPD basis", "elements": ["Ru", "C", "N", "C", "C", "N", "C", "C", "C", "C", "C", "C", "N", "C", "N", "C", "C", "C", "C", "C", "C", "N", "H", "H", "H", "H", "H", "H", "H", "H", "H", "H", "H", "H", "H", "H", "H", "C", "C", "C", "C", "N", "C", "C", "C", "C", "C", "C", "C", "H", "H", "H", "H", "H", "H", "H", "H", "C", "N", "C", "Se", "N", "C", "C", "C", "C", "C", "C", "H", "H", "H", "H", "H", "H", "H", "H", "O", "Cl", "O", "O", "O"], "xyz": [[12.94774, 13.64584, 12.70342], [15.38990, 15.67717, 13.76818], [15.11810, 14.26420, 13.68212], [14.96906, 13.65595, 15.05121], [14.32817, 12.33481, 14.99871], [13.22334, 12.20074, 14.26912], [12.86695, 10.87107, 14.36196], [11.92759, 10.08453, 13.67028], [11.95098, 8.71311, 13.93744], [12.81051, 8.16248, 14.93400], [13.76725, 8.91077, 15.58815], [13.74646, 10.23649, 15.24125], [14.71703, 11.21215, 15.62997], [14.09866, 16.37266, 14.13936], [12.90750, 15.88759, 13.93393], [12.01449, 16.86693, 14.44533], [10.64287, 16.86465, 14.61444], [10.06018, 17.98646, 15.12681], [10.76372, 19.07922, 15.54861], [12.15576, 19.08108, 15.48181], [12.73877, 17.95518, 14.88902], [14.07994, 17.53074, 14.82283], [15.79411, 16.08690, 12.84267], [16.08350, 15.88200, 14.58260], [15.86208, 13.80239, 13.11231], [14.40340, 14.34520, 15.66791], [15.97394, 13.55204, 15.53826], [11.23160, 10.46324, 12.97880], [11.21233, 8.06634, 13.46862], [12.67548, 7.07101, 15.16916], [14.43962, 8.46017, 16.33507], [15.56021, 11.11211, 16.18661], [9.99172, 16.03006, 14.33988], [8.92653, 18.01704, 15.27030], [10.24348, 19.96129, 15.92280], [12.74768, 19.86796, 15.93395], [14.84977, 18.06520, 15.16722], [13.44674, 15.95134, 8.91410], [12.16975, 16.03822, 8.45808], [11.10458, 15.45858, 9.21961], [11.43412, 14.93678, 10.45422], [12.72897, 14.90929, 10.95480], [13.70626, 15.43092, 10.18874], [10.46354, 14.36949, 11.36525], [9.11116, 14.63261, 11.26542], [8.27879, 13.98228, 12.11571], [8.72216, 13.14760, 13.18126], [10.09134, 13.01681, 13.31442], [10.97685, 13.66684, 12.41998], [14.23018, 16.26758, 8.26260], [11.85772, 16.48503, 7.52159], [10.04142, 15.56933, 8.93104], [14.68618, 15.36717, 10.59318], [8.76442, 15.32707, 10.48048], [7.28328, 14.28174, 12.04706], [8.00632, 12.69131, 13.81489], [10.54744, 12.47059, 14.14859], [19.66076, 15.11942, 10.82503], [18.37244, 14.49419, 10.49893], [17.70683, 13.50183, 11.14389], [18.83294, 13.29163, 14.00608], [16.73793, 13.09333, 10.26204], [16.63306, 13.95302, 9.17934], [15.82863, 13.94891, 8.02364], [16.01596, 14.97437, 7.12385], [17.04122, 15.94390, 7.33582], [17.85580, 15.86265, 8.41138], [17.68971, 14.85594, 9.30382], [20.03605, 14.85166, 11.76594], [19.54182, 16.24084, 10.81085], [20.42731, 14.80392, 10.11846], [16.09001, 12.37836, 10.53316], [15.11681, 13.12223, 7.88644], [15.39861, 15.07043, 6.22543], [17.22721, 16.74768, 6.64098], [18.63500, 16.57603, 8.57143], [14.04680, 9.92114, 10.81747], [13.53812, 11.22063, 10.62772], [12.12077, 11.25126, 10.87866], [13.93292, 11.76691, 9.36916], [14.17643, 12.13893, 11.61687]], "mulliken_spin": [2.901, -0.002, -0.002, -0.001, 0.040, 0.020, -0.022, 0.006, 0.001, 0.002, 0.002, -0.011, 0.010, 0.001, 0.027, 0.026, -0.001, 0.000, 0.001, -0.001, 0.004, 0.003, -0.006, 0.003, -0.027, 0.003, -0.003, 0.000, 0.000, 0.000, 0.000, -0.001, 0.001, 0.000, 0.000, 0.000, 0.000, -0.002, 0.009, 0.013, 0.060, -0.048, 0.008, -0.072, -0.033, 0.063, -0.036, 0.042, -0.119, -0.001, 0.000, 0.001, 0.011, 0.000, 0.005, -0.001, 0.008, 0.011, -0.037, 0.120, 1.886, 0.021, 0.031, -0.001, 0.000, -0.001, 0.001, 0.015, -0.006, -0.002, 0.000, -0.008, 0.001, 0.000, 0.000, 0.000, 0.010, -0.003, -0.001, 0.006, 0.075], "homo_energy_ev": [-10.8, -10.8], "energy_ev": -137345.1030, "charge": 1, "s2": 8.78, "multiplicity": 6}